(1)
Density functional theory data (wB97M-V/def2-TZVPD) for a 2-piece molecular cluster, C2H4N2S2 overall.

Structure (ORCA input):
```
! wB97M-V def2-TZVPD RIJCOSX def2/J DEFGRID3
* xyz 0 1
C -0.934 -1.076 -0.017
C 0.286 1.205 -0.174
N -0.537 -0.706 -1.218
N -0.022 0.444 -1.325
S 0.213 1.088 -2.784
S -0.553 0.351 1.166
H -2.025 -1.383 0.122
H -0.357 -1.750 0.450
H 2.005 1.252 -0.126
H 0.271 2.268 -0.261
*
```

Output
energy relative to the best compared isomer or geometry (same formula, charge and spin)	5.881	eV
HOMO (alpha / beta)	-8.78 / -8.78	eV
frontier orbital gap (alpha / beta)	7.561 / 7.560	eV
maximum force	0.1086	hartree/bohr

---

(2)
Density functional theory data (wB97M-V/def2-TZVPD) for a 11-piece molecular cluster, C22H66O22 overall.

Structure (ORCA input):
```
! wB97M-V def2-TZVPD RIJCOSX def2/J DEFGRID3
* xyz 0 1
O -6.955 19.691 0.020
C -7.336 20.293 -1.183
C -8.433 21.322 -0.825
O -8.787 22.178 -1.879
H -7.088 18.747 -0.074
H -6.584 20.747 -1.728
H -7.710 19.420 -1.690
H -7.930 21.861 0.016
H -9.357 20.835 -0.350
H -8.167 22.908 -1.910
O -13.745 21.679 6.467
C -12.439 21.982 6.116
C -11.587 22.207 7.359
O -10.226 22.466 7.051
H -14.335 22.432 6.229
H -12.177 21.060 5.481
H -12.363 22.855 5.491
H -11.627 21.439 8.022
H -11.957 23.068 7.902
H -10.174 23.295 6.597
O -14.378 21.030 1.121
C -15.196 21.750 1.984
C -14.453 21.838 3.343
O -15.481 22.455 4.109
H -14.735 21.103 0.209
H -15.542 22.667 1.495
H -16.053 21.091 2.114
H -13.599 22.515 3.265
H -14.059 20.908 3.671
H -15.862 21.718 4.594
O -6.599 25.616 4.376
C -5.248 25.657 3.819
C -4.200 25.858 4.928
O -4.224 24.737 5.728
H -6.801 24.976 5.040
H -4.989 24.761 3.280
H -5.181 26.445 3.150
H -4.631 26.550 5.582
H -3.221 26.227 4.630
H -3.541 24.124 5.608
O -7.833 23.924 1.604
C -9.062 23.422 1.957
C -9.696 24.247 3.107
O -10.940 23.707 3.411
H -7.881 24.802 1.206
H -9.559 23.328 0.966
H -8.775 22.394 2.238
H -9.654 25.356 2.915
H -9.174 24.071 4.069
H -11.120 22.794 3.089
O -6.082 22.374 6.170
C -6.458 22.076 4.792
C -7.714 21.271 4.782
O -7.583 20.641 3.526
H -5.141 22.744 6.193
H -6.411 22.978 4.222
H -5.697 21.476 4.281
H -8.638 21.875 4.857
H -7.724 20.601 5.684
H -6.755 20.169 3.529
O -7.120 26.624 0.837
C -6.472 25.864 -0.324
C -7.469 25.207 -1.262
O -6.802 24.099 -1.798
H -6.487 26.630 1.526
H -5.818 26.607 -0.796
H -5.901 25.170 0.139
H -7.978 25.756 -2.082
H -8.349 24.883 -0.720
H -6.120 23.747 -1.255
O -5.961 24.420 8.485
C -7.355 24.621 8.629
C -7.913 25.313 7.361
O -8.124 24.230 6.456
H -5.491 25.155 8.178
H -7.793 23.651 8.762
H -7.673 25.122 9.549
H -7.242 26.161 6.996
H -8.963 25.630 7.409
H -7.343 23.661 6.627
O -9.882 18.040 2.215
C -10.076 19.243 1.551
C -10.980 20.145 2.377
O -11.520 21.095 1.425
H -10.724 17.700 2.636
H -9.093 19.775 1.564
H -10.368 19.154 0.497
H -10.573 20.536 3.253
H -11.792 19.493 2.673
H -12.468 20.998 1.242
O -10.629 24.591 -2.302
C -11.495 24.641 -1.207
C -12.030 23.210 -1.037
O -12.369 22.730 -2.337
H -10.322 23.751 -2.477
H -11.014 24.833 -0.282
H -12.314 25.353 -1.223
H -12.896 23.225 -0.384
H -11.248 22.675 -0.666
H -12.560 23.518 -2.812
O -4.983 20.868 2.009
C -4.536 22.221 1.791
C -4.329 22.460 0.320
O -4.120 23.728 -0.067
H -5.558 20.736 1.276
H -5.350 22.923 2.123
H -3.722 22.393 2.393
H -5.298 22.158 -0.145
H -3.600 21.734 -0.139
H -3.375 24.108 0.311
*
```

Output
energy relative to the best compared isomer or geometry (same formula, charge and spin)	5.455	eV
SMILES string	OCCO.OCCO.OCCO.OCCO.OCCO.OCCO.OCCO.OCCO.OCCO.OCCO.OCCO
HOMO	-9.38	eV
frontier orbital gap	9.406	eV
maximum force	0.0970	hartree/bohr

---

(3)
Density functional theory data (wB97M-V/def2-TZVPD) for C49H65N4P3RuS2Si as an isolated structure.

Structure (ORCA input):
```
! wB97M-V def2-TZVPD RIJCOSX def2/J DEFGRID3
* xyz -1 2
Ru -0.179 -0.787 0.155
C -3.996 -3.894 1.445
C -2.795 -2.955 1.633
C -1.569 -3.811 1.976
P -2.346 -1.694 0.300
C -3.007 -2.366 -1.298
C -2.344 -3.715 -1.585
C -4.520 -2.412 -1.523
C -3.526 -0.303 0.703
C -4.771 -0.484 1.316
C -5.547 0.598 1.713
C -5.084 1.892 1.495
C -3.861 2.081 0.859
C -3.063 1.000 0.446
Si -1.386 1.110 -0.509
C -0.987 3.039 -0.539
C -1.112 3.759 -1.751
C -0.715 5.083 -1.896
C -0.171 5.762 -0.817
C -0.043 5.097 0.392
C -0.439 3.764 0.552
P -0.214 2.961 2.197
C -1.016 4.237 3.299
C -0.824 3.872 4.776
C -2.507 4.337 2.964
C 1.596 3.311 2.499
C 2.437 2.981 1.259
C 2.116 2.473 3.676
C -2.162 1.013 -2.289
C -3.423 1.598 -2.545
C -3.961 1.712 -3.814
C -3.232 1.264 -4.902
C -2.007 0.653 -4.678
C -1.488 0.485 -3.390
P 0.059 -0.489 -3.289
C -0.044 -1.708 -4.688
C 0.621 -1.399 -6.029
C -1.456 -2.278 -4.873
C 1.363 0.773 -3.786
C 1.036 1.704 -4.966
C 1.710 1.649 -2.571
H -4.085 -4.549 2.320
H -3.862 -4.539 0.575
H -4.950 -3.380 1.331
H -2.998 -2.306 2.489
H -1.448 -4.623 1.252
H -1.681 -4.262 2.971
H -0.653 -3.221 1.961
H -2.589 -1.637 -1.994
H -2.609 -4.469 -0.835
H -1.258 -3.614 -1.604
H -2.671 -4.100 -2.558
H -5.017 -3.142 -0.878
H -4.721 -2.705 -2.562
H -4.988 -1.439 -1.361
H -5.138 -1.482 1.519
H -6.503 0.431 2.198
H -5.677 2.745 1.812
H -3.505 3.095 0.684
H -1.526 3.263 -2.622
H -0.832 5.582 -2.853
H 0.153 6.793 -0.914
H 0.399 5.631 1.229
H -0.550 5.210 3.123
H -0.996 2.801 4.952
H -1.530 4.429 5.403
H 0.184 4.104 5.127
H -3.002 3.363 3.074
H -2.671 4.671 1.937
H -3.005 5.045 3.638
H 1.692 4.376 2.736
H 2.223 1.962 0.927
H 3.506 3.045 1.500
H 2.234 3.653 0.424
H 2.225 1.434 3.361
H 1.459 2.484 4.549
H 3.104 2.830 3.991
H -3.994 1.994 -1.713
H -4.936 2.169 -3.954
H -3.613 1.374 -5.910
H -1.446 0.296 -5.530
H 0.531 -2.510 -4.245
H 0.033 -0.720 -6.652
H 0.737 -2.331 -6.593
H 1.617 -0.970 -5.908
H -2.087 -1.643 -5.497
H -1.949 -2.406 -3.912
H -1.392 -3.262 -5.351
H 2.231 0.159 -4.046
H 0.108 2.249 -4.779
H 0.938 1.185 -5.922
H 1.832 2.451 -5.075
H 1.041 2.515 -2.527
H 2.739 2.024 -2.642
H 1.588 1.126 -1.625
N 3.442 -0.754 -0.949
C 3.210 -1.303 0.267
N 2.105 -1.134 0.925
C 2.184 -1.706 2.172
C 3.321 -2.352 2.457
S 4.401 -2.224 1.126
C 1.036 -1.464 3.068
C 0.972 -1.775 4.364
S -0.498 -1.187 5.024
C -0.924 -0.534 3.475
N -0.045 -0.764 2.537
N -2.122 0.060 3.287
H 2.560 -0.527 -1.409
H 4.044 -1.297 -1.545
H 3.592 -2.884 3.359
H 1.717 -2.258 4.982
H -2.560 0.476 4.090
H -2.172 0.621 2.441
C 0.273 -1.359 -1.860
C 1.149 -2.519 -1.908
C 2.166 -2.814 -2.877
C 2.986 -3.939 -2.809
C 2.888 -4.847 -1.761
C 1.925 -4.589 -0.781
C 1.093 -3.485 -0.851
H 2.353 -2.107 -3.680
H 3.738 -4.088 -3.580
H 3.536 -5.714 -1.704
H 1.817 -5.275 0.057
H 0.364 -3.312 -0.069
*
```

Output
energy relative to the best compared isomer or geometry (same formula, charge and spin)	1.097	eV
⟨S²⟩	0.76
HOMO (alpha / beta)	-1.49 / -2.60	eV
frontier orbital gap (alpha / beta)	3.714 / 4.817	eV
maximum force	0.0269	hartree/bohr

---

(4)
Density functional theory data (wB97M-V/def2-TZVPD) for one molecule with the formula CHCl5NP.

Structure (ORCA input):
```
! wB97M-V def2-TZVPD RIJCOSX def2/J DEFGRID3
* xyz 0 1
N -1.891 0.650 -0.723
P -0.536 0.764 0.013
Cl -0.502 1.105 2.035
Cl 0.586 2.093 -1.045
C 0.880 -0.831 0.079
Cl 2.474 -0.129 0.604
Cl 0.765 -1.229 -1.646
Cl 0.547 -2.295 0.953
H -2.321 -0.128 -0.271
*
```

Output
energy relative to the best compared isomer or geometry (same formula, charge and spin)	0.000	eV
SMILES string	N=P(Cl)(Cl)C(Cl)(Cl)Cl
HOMO	-10.26	eV
frontier orbital gap	9.846	eV
maximum force	0.0407	hartree/bohr

---

Q: Which formula does entry 2 have?
A: C22H66O22